1.
Entry from OMol25: a cluster of 5 separate species, C63H39N2O12S2 in total in a non-equilibrium geometry (wB97M-V/def2-TZVPD).

Its LUMO energy is -0.5 eV. The calculation puts the gap between HOMO and LUMO at 0.1902 hartree. Its energy is -115175.1332 eV. The value obtained for the largest force on an atom is 6.27 eV/A. The value obtained for the highest occupied orbital energy is -5.7 eV.

```
! RIJCOSX wB97M-V def2-TZVPD def2/J DEFGRID3
* xyz -1 1
C 11.03318 -3.55679 5.28935
C 10.17267 -2.50407 4.62134
S 9.68376 -1.04722 5.71892
O 11.03157 -0.40590 6.22989
O 8.99067 -1.64518 6.96620
N 8.78825 0.20653 4.89858
S 7.11444 0.26591 5.39139
O 6.43160 1.46689 4.62755
O 6.88000 0.53990 6.89652
C 6.26025 -1.32936 4.77693
C 6.04773 -2.49655 5.90280
C 5.31596 -3.90070 5.37334
C 4.89470 -3.96461 3.76270
C 5.26000 -2.64343 2.86603
N 5.89665 -1.36050 3.32101
H 12.13962 -3.72734 4.94710
H 10.63699 -4.19176 6.21250
H 9.83757 -2.66487 3.51147
H 6.34267 -2.44775 7.03428
H 5.07368 -4.81849 6.05732
H 4.38893 -4.88952 3.24929
H 4.97909 -2.71166 1.70712
C 8.29972 2.73904 0.75469
C 8.10165 1.58591 1.51368
C 8.87099 0.44749 1.26795
C 9.83376 0.45805 0.25136
C 10.01466 1.60297 -0.52360
C 9.25381 2.75027 -0.26378
C 10.99249 1.60933 -1.63080
O 11.15453 2.61580 -2.30976
C 11.76529 0.38333 -1.91327
C 12.65371 0.35705 -2.99626
C 13.39839 -0.79402 -3.26236
C 13.26550 -1.91582 -2.44457
C 12.37709 -1.89434 -1.36841
C 11.61835 -0.74540 -1.10843
C 10.65526 -0.74487 0.01041
O 10.53446 -1.73196 0.72682
H 7.70657 3.62925 0.95222
H 7.34921 1.57315 2.29908
H 8.71444 -0.44744 1.86793
H 9.39904 3.65221 -0.85576
H 12.76574 1.22972 -3.63774
H 14.08378 -0.81404 -4.10694
H 13.85078 -2.81012 -2.64727
H 12.27506 -2.77560 -0.73725
C 3.72714 2.68576 3.58498
C 3.09105 3.88913 3.28116
C 2.12233 3.93287 2.27720
C 1.79696 2.77154 1.56592
C 2.45056 1.57383 1.85302
C 3.40985 1.52812 2.87301
C 2.15104 0.35389 1.07577
O 2.72216 -0.69946 1.32970
C 1.16042 0.42385 -0.01688
C 0.90912 -0.71069 -0.79951
C -0.03592 -0.65686 -1.82630
C -0.73759 0.52390 -2.06786
C -0.48524 1.65722 -1.29342
C 0.47294 1.60943 -0.27218
C 0.75828 2.82341 0.51788
O 0.14537 3.86285 0.30319
H 4.47550 2.64962 4.37363
H 3.34751 4.79407 3.82749
H 1.62616 4.87475 2.04901
H 3.91444 0.59360 3.11196
H 1.45032 -1.63741 -0.61540
H -0.22572 -1.53748 -2.43618
H -1.47900 0.56405 -2.86291
H -1.03341 2.57692 -1.49102
C -9.17477 -0.80533 -0.31633
C -8.33125 -1.14754 -1.37291
C -7.05558 -0.58739 -1.45761
C -6.62606 0.32773 -0.48883
C -7.47858 0.68847 0.55386
C -8.75195 0.11176 0.64692
C -7.05468 1.69004 1.55348
O -7.80162 2.00484 2.47175
C -5.72202 2.31271 1.42550
C -5.33001 3.30584 2.33262
C -4.06614 3.89043 2.22678
C -3.18892 3.47959 1.22350
C -3.57892 2.49445 0.31507
C -4.85199 1.91698 0.41068
C -5.26848 0.90152 -0.57660
O -4.49986 0.54319 -1.46148
H -10.16552 -1.24882 -0.24518
H -8.66562 -1.85268 -2.13064
H -6.40057 -0.86320 -2.28240
H -9.41789 0.37829 1.46578
H -6.00770 3.63007 3.12079
H -3.76578 4.66512 2.92900
H -2.20163 3.92963 1.14525
H -2.89055 2.18227 -0.46856
C -12.37840 2.08843 -3.59512
C -13.54118 2.32329 -4.32846
C -14.17454 1.26972 -4.98961
C -13.63656 -0.02148 -4.92736
C -12.46054 -0.25152 -4.21450
C -11.83608 0.80382 -3.53700
C -11.85708 -1.59945 -4.18302
O -10.82595 -1.80313 -3.55411
C -12.50899 -2.69555 -4.92710
C -11.91657 -3.96487 -4.95347
C -12.53341 -5.01051 -5.64373
C -13.74491 -4.79478 -6.29994
C -14.33447 -3.52993 -6.28003
C -13.70986 -2.47587 -5.60019
C -14.32314 -1.13310 -5.61501
O -15.38552 -0.94153 -6.19538
H -11.88983 2.90771 -3.07226
H -13.95680 3.32695 -4.38420
H -15.08485 1.45956 -5.55591
H -10.92514 0.62908 -2.96718
H -10.97238 -4.14250 -4.44105
H -12.06902 -5.99400 -5.66729
H -14.22930 -5.61092 -6.83164
H -15.27790 -3.36780 -6.79872
*
```

***

2.
Entry from OMol25: a cluster of 2 separate species, C2H6N2 in total in a non-equilibrium geometry (wB97M-V/def2-TZVPD).

Its LUMO energy is 0.8 eV. For the energy above the lowest of the compared OMol25 structures with the same formula, charge and spin, the calculation gives 56.4 kcal/mol. The calculation puts the gap between HOMO and LUMO at 0.4088 hartree. Its energy is -5149.4736 eV. The value obtained for the largest force on an atom is 1.60 eV/A. As for the SMILES: C=N.C=N. The value obtained for the highest occupied orbital energy is -10.3 eV.

```
! RIJCOSX wB97M-V def2-TZVPD def2/J DEFGRID3
* xyz 0 1
C -0.61609 -2.03770 1.03816
N 0.11305 -2.46547 0.09715
H -0.23220 -2.18787 2.04894
H -1.39236 -1.28277 0.90153
H -0.20210 -2.06739 -0.78918
C 0.45882 1.92170 -1.06945
N 0.23105 2.66769 -0.07337
H 1.26542 2.16673 -1.75058
H 0.02534 0.91581 -1.13728
H -0.40562 2.21073 0.57776
*
```

***

3.
Entry from OMol25: a cluster of 2 separate species, C4H4O2 in total in a non-equilibrium geometry (wB97M-V/def2-TZVPD).

Its LUMO energy is 0.6 eV. For the energy above the lowest of the compared OMol25 structures with the same formula, charge and spin, the calculation gives 18.1 kcal/mol. The calculation puts the gap between HOMO and LUMO at 0.3817 hartree. Its energy is -8306.2909 eV. The value obtained for the largest force on an atom is 1.10 eV/A. As for the SMILES: C=C=C.O=C=O. The value obtained for the highest occupied orbital energy is -9.8 eV.

```
! RIJCOSX wB97M-V def2-TZVPD def2/J DEFGRID3
* xyz 0 1
O 1.85700 -1.75414 -1.08309
C 0.69881 -1.62585 -1.05988
O -0.45670 -1.49764 -1.03415
C -1.57762 0.53708 0.27533
C -0.35874 0.88048 0.57869
C 0.93876 0.96406 0.69464
H 1.49608 0.16613 0.21092
H -2.02537 0.81769 -0.67453
H -2.10189 -0.19685 0.87863
H 1.52968 1.70906 1.21343
*
```